Entry from the OMol25 dataset: C20H16N4O6S3 in the gas phase in a non-equilibrium geometry (ωB97M-V/def2-TZVPD).

Cartesian coordinates (Å):
H 4.13 1.25 -2.11
N 4.76 0.76 -1.48
C 4.18 0.09 -0.58
C 2.74 -0.13 -0.38
C 1.94 0.96 -0.51
C 0.53 1.18 -0.32
C 0.11 2.52 -0.23
C -1.21 2.85 -0.03
C -2.16 1.84 0.07
O -3.47 2.20 0.25
S -4.29 1.56 1.52
O -5.32 2.50 1.79
O -3.34 1.22 2.53
C -5.01 0.09 0.82
C -4.63 -1.15 1.29
C -5.19 -2.28 0.73
C -6.13 -2.17 -0.30
C -6.75 -3.41 -0.88
C -6.50 -0.91 -0.75
C -5.94 0.23 -0.19
C -1.77 0.51 -0.04
C -0.45 0.19 -0.24
C 2.37 -1.54 -0.02
O 1.35 -2.09 -0.37
N 3.30 -2.23 0.74
C 4.47 -1.76 0.91
S 5.75 -2.47 1.87
N 6.80 -1.23 1.50
C 6.28 -0.38 0.70
S 7.05 1.26 0.45
C 7.70 1.22 -1.23
O 8.14 1.35 1.37
O 5.97 2.19 0.58
N 4.99 -0.62 0.32
H 2.49 1.88 -0.70
H 0.85 3.31 -0.29
H -1.52 3.88 0.06
H -3.90 -1.21 2.08
H -4.90 -3.26 1.08
H -7.56 -3.75 -0.24
H -7.15 -3.21 -1.87
H -6.02 -4.21 -0.95
H -7.23 -0.82 -1.53
H -6.22 1.22 -0.51
H -2.52 -0.27 0.02
H -0.17 -0.85 -0.34
H 6.86 1.04 -1.89
H 8.15 2.19 -1.42
H 8.44 0.44 -1.27

**F_max**: 1.40 eV/A
**ΔE to the lowest compared entry with this formula, charge and spin**: 0.0 kJ/mol
**SMILES string**: [H]/N=C1\C(=C\c2ccc(OS(=O)(=O)c3ccc(C)cc3)cc2)C(=O)N=C2SN=C(S(C)(=O)=O)N21
**Charge**: 0
**E_tot**: -2636.71622 hartree
**Highest occupied orbital energy**: -9.0 eV

Entry from the OMol25 dataset: C20H16N8S2 in the gas phase in a non-equilibrium geometry (ωB97M-V/def2-TZVPD).

Cartesian coordinates (Å):
N 2.52 2.41 1.21
C 2.15 1.71 0.30
C 1.59 0.95 -0.74
C 2.21 -0.19 -1.22
N 3.41 -0.81 -0.74
N 3.65 -0.95 0.68
C 2.98 -1.90 1.40
N 2.31 -2.89 0.76
S 2.86 -1.72 3.00
N 1.66 -0.92 -2.17
C 0.55 -0.55 -2.77
S -0.33 -1.82 -3.66
C -0.92 -2.98 -2.32
C -1.09 -2.36 -0.97
N -0.71 -3.06 0.08
C -1.02 -2.32 1.20
C -0.89 -2.62 2.56
C -1.17 -1.62 3.51
C -1.50 -0.30 3.09
C -1.80 -0.04 1.74
C -1.50 -1.03 0.78
N -1.61 -1.13 -0.60
N -0.12 0.54 -2.40
C 0.42 1.31 -1.43
C -0.47 2.47 -1.14
C -0.74 2.90 0.20
C -1.59 3.98 0.47
C -2.15 4.68 -0.56
C -1.85 4.33 -1.89
C -1.00 3.26 -2.20
H 3.72 -1.59 -1.33
H 3.88 -0.14 1.24
H 1.53 -3.29 1.27
H 2.18 -2.79 -0.23
H -0.20 -3.80 -2.31
H -1.86 -3.47 -2.60
H -0.55 -3.60 2.84
H -0.99 -1.80 4.56
H -1.62 0.49 3.85
H -2.27 0.90 1.50
H -1.82 -0.37 -1.24
H -0.38 2.36 1.09
H -1.73 4.28 1.51
H -2.85 5.51 -0.34
H -2.17 4.94 -2.76
H -0.72 3.06 -3.24

**F_max**: 6.05 eV/A
**ΔE to the lowest compared entry with this formula, charge and spin**: 41.0 kJ/mol
**SMILES string**: N#Cc1c(NNC(N)=S)nc(SCc2nc3ccccc3[nH]2)nc1-c1ccccc1
**Charge**: 0
**E_tot**: -2006.15567 hartree
**Highest occupied orbital energy**: -8.3 eV

Entry from the OMol25 dataset: 3 unconnected molecules or ions with the total composition C20H17BNO13 in a non-equilibrium geometry (ωB97M-V/def2-TZVPD).

Cartesian coordinates (Å):
O 7.21 1.10 1.97
C 6.21 0.66 2.48
C 4.74 0.88 1.96
O 4.68 1.53 0.67
C 3.40 1.84 0.27
O 3.25 2.34 -0.81
C 2.10 1.55 1.08
C 1.21 2.57 1.66
C 0.01 2.13 2.39
N -0.26 0.79 2.57
C 0.51 -0.24 2.05
B 0.21 -1.83 2.23
O 0.46 -2.40 3.50
O -0.24 -2.58 1.15
C 1.71 0.13 1.27
H 6.34 0.00 3.40
H 4.29 -0.15 1.89
H 4.22 1.51 2.74
H 1.47 3.65 1.51
H -0.68 2.90 2.83
H -1.10 0.56 3.12
H 1.35 -2.08 3.75
H 0.32 -3.39 1.09
H 2.36 -0.66 0.80
C -1.92 -6.78 -1.31
C -3.00 -6.85 -2.10
C -4.08 -5.82 -2.06
O -5.03 -5.91 -2.81
C -3.94 -4.72 -1.09
C -2.86 -4.65 -0.30
C -1.78 -5.68 -0.36
O -0.80 -5.56 0.37
O -2.71 -3.66 0.60
O -3.16 -7.86 -2.97
H -1.14 -7.52 -1.33
H -4.73 -3.99 -1.06
H -1.86 -3.85 1.04
H -4.01 -7.69 -3.42
C 0.10 5.99 -2.25
C 0.48 4.78 -1.83
C -0.51 3.68 -1.62
O -0.13 2.58 -1.24
C -1.92 3.98 -1.85
C -2.30 5.19 -2.27
C -1.31 6.28 -2.51
O -1.69 7.36 -2.91
O -3.60 5.48 -2.50
O 1.77 4.49 -1.58
H 0.81 6.79 -2.41
H -2.63 3.18 -1.68
H -3.61 6.41 -2.79
H 1.78 3.55 -1.30

**F_max**: 3.38 eV/A
**Charge**: +1
**E_tot**: -1829.82956 hartree
**Highest occupied orbital energy**: -11.5 eV

Entry from the OMol25 dataset: a molecular structure, C20H17Br6N3O6 in a non-equilibrium geometry (ωB97M-V/def2-TZVPD).

Cartesian coordinates (Å):
C 0.35 5.13 10.61
C -0.69 4.34 11.18
C -1.85 4.17 10.48
C -2.08 4.86 9.24
C -1.06 5.78 8.78
C 0.13 5.92 9.47
N -3.37 4.79 8.54
O -4.26 4.11 9.04
O -3.60 5.41 7.51
H 1.33 5.20 11.05
H -0.56 3.83 12.13
H -2.62 3.48 10.79
H -1.27 6.35 7.89
H 0.83 6.66 9.10
C 3.79 -6.41 -2.86
C 4.27 -7.00 -4.03
C 5.46 -6.55 -4.53
C 6.19 -5.45 -4.00
C 5.56 -4.73 -2.92
C 4.44 -5.24 -2.35
N 7.42 -4.97 -4.63
O 8.02 -4.03 -4.11
O 7.91 -5.60 -5.55
H 2.83 -6.69 -2.44
H 3.83 -7.85 -4.52
H 5.81 -7.05 -5.42
H 5.98 -3.84 -2.48
H 3.91 -4.72 -1.56
C -6.25 0.07 -10.49
C -4.88 0.28 -10.22
C -4.45 0.52 -8.94
C -5.40 0.43 -7.89
C -6.79 0.22 -8.14
C -7.20 0.11 -9.46
N -4.87 0.32 -6.44
O -5.75 0.07 -5.58
O -3.62 0.47 -6.24
H -6.53 -0.25 -11.48
H -4.15 0.25 -11.01
H -3.40 0.64 -8.76
H -7.46 0.14 -7.30
H -8.25 -0.05 -9.64
C 4.44 -0.19 5.96
Br 5.87 -1.48 5.40
Br 5.25 1.64 5.82
Br 3.89 -0.44 7.85
H 3.61 -0.25 5.26
C -0.22 1.56 1.31
Br -1.05 0.15 2.43
Br 1.39 1.00 0.28
Br 0.05 3.18 2.40
H -0.93 1.72 0.50

**F_max**: 3.92 eV/A
**ΔE to the lowest compared entry with this formula, charge and spin**: 169.3 kJ/mol
**Charge**: 0
**E_tot**: -16831.74118 hartree
**Highest occupied orbital energy**: -10.1 eV

Entry from the OMol25 dataset: a molecular structure, C20H17BrN2O2PtSTe (ωB97M-V/def2-TZVPD).

Cartesian coordinates (Å):
Pt 0.76 0.47 1.56
O 3.20 3.76 -1.89
C 2.98 4.22 -0.61
C 3.72 5.26 -0.07
C 3.49 5.66 1.24
C 2.53 5.02 2.00
C 1.80 3.98 1.45
C 2.01 3.57 0.15
C 1.20 2.42 -0.46
O 0.17 1.98 0.30
N 2.17 1.31 -0.73
N 1.73 0.09 -0.50
C 2.36 -0.95 -0.93
C 1.86 -2.31 -0.86
Br 0.06 -2.57 -0.29
C 2.62 -3.34 -1.26
C 2.31 -4.76 -1.48
C 1.08 -5.20 -1.99
C 0.89 -6.54 -2.29
C 1.90 -7.46 -2.09
C 3.12 -7.04 -1.57
C 3.32 -5.70 -1.28
H 3.83 4.35 -2.32
H 4.47 5.76 -0.67
H 4.07 6.48 1.65
H 2.35 5.34 3.02
H 1.03 3.49 2.03
H 0.84 2.76 -1.45
H 2.87 1.47 -1.45
H 3.30 -0.83 -1.47
H 3.65 -3.08 -1.48
H 0.29 -4.49 -2.18
H -0.06 -6.86 -2.70
H 1.75 -8.50 -2.33
H 3.92 -7.75 -1.40
H 4.28 -5.37 -0.89
Te 1.52 -1.14 3.32
C 0.53 -0.48 5.04
C -0.12 0.70 5.25
C -0.62 0.82 6.57
C -0.34 -0.27 7.34
S 0.54 -1.45 6.46
H -0.23 1.46 4.49
H -1.16 1.68 6.94
H -0.60 -0.46 8.37

**F_max**: 0.68 eV/A
**Spin multiplicity**: 3
**Charge**: 0
**E_tot**: -4391.72828 hartree
**Highest occupied orbital energy (alpha / beta)**: -7.8 / -7.9 eV

Entry from the OMol25 dataset: C20H17FN4O5S in the gas phase in a non-equilibrium geometry (ωB97M-V/def2-TZVPD).

Cartesian coordinates (Å):
C 0.18 5.88 -4.10
C -0.76 5.27 -3.01
O -1.20 4.00 -3.53
C -1.09 2.94 -2.65
C 0.10 2.18 -2.54
O 1.21 2.40 -3.33
C 1.02 2.07 -4.70
C 0.18 1.21 -1.55
C -0.93 0.89 -0.75
C -0.82 -0.10 0.32
N 0.20 -0.94 0.41
N 0.13 -1.72 1.54
C 1.15 -2.46 2.16
O 2.32 -2.38 1.77
N 0.77 -3.33 3.17
C 1.64 -4.34 3.65
C 2.36 -5.19 2.81
C 3.28 -6.15 3.30
C 3.45 -6.27 4.70
F 4.24 -7.24 5.18
C 2.80 -5.41 5.57
C 1.91 -4.44 5.05
C -0.53 -3.23 3.70
O -0.97 -4.09 4.49
N -1.38 -2.18 3.38
C -1.03 -1.51 2.31
S -1.91 -0.12 1.69
C -2.14 1.54 -0.95
C -2.25 2.59 -1.92
O -3.42 3.27 -2.15
C -4.67 2.80 -1.59
H 0.63 6.83 -3.78
H 1.04 5.18 -4.35
H -0.33 6.07 -5.02
H -1.64 5.91 -2.87
H -0.20 5.14 -2.07
H 0.69 1.04 -4.80
H 2.00 2.24 -5.19
H 0.30 2.76 -5.12
H 1.14 0.68 -1.40
H 2.28 -5.14 1.72
H 3.83 -6.74 2.62
H 2.94 -5.45 6.64
H 1.39 -3.80 5.76
H -2.97 1.27 -0.31
H -5.50 3.49 -1.82
H -4.87 1.78 -1.93
H -4.61 2.83 -0.48

**F_max**: 4.60 eV/A
**ΔE to the lowest compared entry with this formula, charge and spin**: 184.3 kJ/mol
**SMILES string**: CCOc1c(OC)cc(-c2nn3c(=O)n(-c4ccc(F)cc4)c(=O)nc3s2)cc1OC
**Charge**: 0
**E_tot**: -1865.56337 hartree
**Highest occupied orbital energy**: -8.9 eV

Entry from the OMol25 dataset: C20H17N5O4S in the gas phase in a non-equilibrium geometry (ωB97M-V/def2-TZVPD).

Cartesian coordinates (Å):
C -1.66 -1.13 5.49
O -2.74 -1.64 4.68
C -2.49 -1.52 3.36
C -3.28 -2.20 2.54
C -3.27 -2.06 1.07
C -2.40 -1.05 0.57
N -2.51 -0.74 -0.82
C -2.76 0.71 -1.30
C -1.57 1.43 -1.54
N -0.54 1.40 -0.77
C 0.52 2.01 -1.48
C 1.85 2.15 -0.96
C 2.74 2.75 -1.82
C 4.02 3.08 -1.24
C 4.32 2.60 0.04
C 3.45 1.97 0.79
C 2.15 1.79 0.37
N 0.02 2.48 -2.63
O -1.32 1.99 -2.71
S -1.87 -1.90 -1.99
O -2.29 -1.53 -3.35
O -2.18 -3.30 -1.60
C 0.00 -1.76 -1.85
C 0.72 -1.17 -2.89
C 2.05 -0.72 -2.60
C 2.72 -1.02 -1.46
C 2.02 -1.75 -0.50
N 0.68 -2.01 -0.68
C -1.62 -0.37 1.53
N -1.61 -0.62 2.88
H -1.53 -1.59 6.39
H -0.70 -1.26 5.02
H -1.86 -0.08 5.56
H -4.18 -2.75 2.85
H -4.06 -2.63 0.57
H -3.27 0.77 -2.24
H -3.40 1.17 -0.52
H 2.48 2.84 -2.91
H 4.65 3.68 -1.79
H 5.23 2.98 0.52
H 3.65 1.82 1.87
H 1.35 1.24 0.94
H 0.22 -1.05 -3.88
H 2.56 -0.17 -3.54
H 3.82 -0.91 -1.44
H 2.60 -2.12 0.31
H -0.72 0.18 1.15

**F_max**: 6.83 eV/A
**ΔE to the lowest compared entry with this formula, charge and spin**: 284.0 kJ/mol
**SMILES string**: COc1ccc(N(Cc2nc(-c3ccccc3)no2)S(=O)(=O)c2ccccn2)cn1
**Charge**: 0
**E_tot**: -1745.07928 hartree
**Highest occupied orbital energy**: -8.7 eV

Entry from the OMol25 dataset: a molecular structure, C20H18BCo2N2O6 in a non-equilibrium geometry (ωB97M-V/def2-TZVPD).

Cartesian coordinates (Å):
O -2.54 1.87 2.95
C -1.47 1.46 3.00
Co 0.13 0.77 3.11
C 1.13 2.20 2.81
O 1.74 3.17 2.65
C 0.22 0.48 4.84
O 0.21 0.40 6.00
C -0.36 -0.97 2.10
C -1.62 -1.67 2.41
C -1.93 -1.95 3.75
C -3.16 -2.50 4.10
C -4.09 -2.84 3.10
C -3.75 -2.66 1.75
C -2.52 -2.09 1.40
C 0.46 -1.07 0.96
C 0.53 -1.04 -0.38
Co 1.37 -1.29 2.46
C 1.41 -1.85 4.17
O 1.55 -2.29 5.23
C 2.65 -0.03 2.53
O 3.67 0.53 2.54
C 2.37 -2.60 1.84
O 3.06 -3.46 1.50
H -1.19 -1.71 4.52
H -3.37 -2.68 5.15
H -5.06 -3.26 3.37
H -4.42 -2.98 0.96
H -2.26 -1.94 0.35
H 1.45 -1.40 -0.84
H -0.35 -0.81 -1.00
H 0.97 -0.07 -2.14
B 1.42 0.02 -3.34
H 2.65 0.00 -3.31
H 0.94 -0.88 -4.04
C 0.95 1.40 -3.91
N 1.24 1.84 -5.16
C 2.04 1.12 -6.13
C 0.67 3.08 -5.37
C 0.00 3.41 -4.22
N 0.19 2.36 -3.34
C -0.36 2.32 -2.00
H 2.13 1.72 -7.04
H 3.05 0.92 -5.73
H 1.58 0.16 -6.38
H 0.77 3.62 -6.30
H -0.57 4.28 -3.98
H -0.89 3.26 -1.81
H -1.07 1.48 -1.89
H 0.43 2.19 -1.25

**F_max**: 5.03 eV/A
**ΔE to the lowest compared entry with this formula, charge and spin**: 0.0 kJ/mol
**Charge**: -1
**E_tot**: -4124.22119 hartree
**Highest occupied orbital energy**: -4.1 eV

Entry from the OMol25 dataset: a molecular structure, C20H18BF5NO4S2Ta (ωB97M-V/def2-TZVPD).

Cartesian coordinates (Å):
Ta -0.50 -1.00 0.02
F -5.68 -5.78 -0.31
C -4.94 -4.77 0.08
C -3.65 -4.63 -0.43
F -3.16 -5.50 -1.30
C -2.90 -3.55 -0.01
F -1.64 -3.38 -0.47
C -3.37 -2.62 0.89
S -2.35 -1.29 1.41
C -4.66 -2.77 1.39
F -5.14 -1.90 2.26
C -5.44 -3.84 0.99
F -6.66 -3.99 1.46
C 3.28 1.68 -1.39
C 3.18 0.55 -0.40
C 4.06 -0.62 -0.78
O 1.75 0.01 -0.46
B 1.46 -0.31 0.84
O 2.28 0.10 1.80
C 3.29 0.97 1.11
C 4.63 0.69 1.73
C 2.84 2.39 1.38
H 3.17 1.29 -2.40
H 4.27 2.14 -1.32
H 2.53 2.45 -1.22
H 3.81 -0.95 -1.79
H 3.94 -1.46 -0.09
H 5.11 -0.32 -0.77
H 4.89 -0.37 1.69
H 4.62 0.99 2.78
H 5.41 1.26 1.22
H 1.86 2.60 0.94
H 3.55 3.10 0.97
H 2.78 2.55 2.46
S -1.32 3.10 2.03
C -0.61 1.58 1.88
N -0.72 1.03 0.68
C -1.38 1.88 -0.22
C -1.62 1.60 -1.56
C -2.31 2.54 -2.29
C -2.74 3.74 -1.71
C -2.48 4.03 -0.38
C -1.79 3.07 0.36
H -0.11 1.09 2.70
H -1.24 0.71 -2.06
H -2.52 2.35 -3.34
H -3.27 4.46 -2.31
H -2.80 4.96 0.06
O -0.20 -1.56 -1.93
C 0.60 -2.50 -1.57
O 0.81 -2.63 -0.33
H 1.06 -3.16 -2.31

**F_max**: 0.69 eV/A
**ΔE to the lowest compared entry with this formula, charge and spin**: 35.0 kJ/mol
**Charge**: +2
**E_tot**: -2505.74006 hartree
**Highest occupied orbital energy**: -15.1 eV

Entry from the OMol25 dataset: a molecular structure, C20H18BN3O5S in a non-equilibrium geometry (ωB97M-V/def2-TZVPD).

Cartesian coordinates (Å):
C -0.45 -0.04 1.86
B -1.72 0.19 2.76
O -2.02 -0.80 3.66
C -2.74 1.42 2.70
C -2.39 2.74 2.63
C -0.96 3.19 2.54
N -0.30 3.21 3.86
C -3.38 3.78 2.64
C -4.71 3.55 2.69
C -5.15 2.19 2.75
N -6.40 1.76 2.79
S -6.32 0.14 2.84
N -4.73 -0.04 2.81
C -4.15 1.15 2.75
H -0.74 -0.22 0.83
H 0.02 -0.96 2.20
H 0.31 0.74 1.93
H -2.95 -0.75 3.93
H -0.41 2.63 1.79
H -0.96 4.22 2.20
H 0.48 3.85 3.79
H 0.12 2.30 4.07
H -3.07 4.82 2.59
H -5.43 4.35 2.70
C -1.33 -3.08 -1.10
C -1.81 -3.89 -2.03
C -1.11 -4.07 -3.33
O -1.55 -4.82 -4.18
C 0.14 -3.30 -3.55
C 0.62 -2.49 -2.62
C -0.07 -2.31 -1.32
O 0.36 -1.57 -0.47
H -1.82 -2.93 -0.15
H -2.72 -4.46 -1.89
H 0.63 -3.45 -4.50
H 1.53 -1.92 -2.76
C 4.51 0.57 -3.56
C 5.66 0.99 -3.04
C 6.68 0.02 -2.55
O 7.73 0.39 -2.08
C 6.36 -1.43 -2.67
C 5.20 -1.84 -3.19
C 4.19 -0.87 -3.68
O 3.14 -1.25 -4.15
H 3.75 1.26 -3.92
H 5.91 2.03 -2.95
H 7.11 -2.12 -2.31
H 4.95 -2.89 -3.28

**F_max**: 1.12 eV/A
**Charge**: 0
**E_tot**: -1736.42171 hartree
**Highest occupied orbital energy**: -9.0 eV